(1)
Density functional theory data (ωB97M-V/def2-TZVPD) for an isolated ion of composition C4H14N2O and charge +2 in a non-equilibrium geometry.

```
21
Properties=species:S:1:pos:R:3:nbo_charge:R:1
C 1.1291 0.5607 -0.9219 -0.1054
O 1.7341 1.7711 -1.3039 -0.7048
C -0.0962 0.7389 -0.0433 -0.0720
C -1.0110 -0.4652 -0.1118 -0.4886
C -0.4222 -1.8132 0.3434 -0.2311
N 0.1919 -1.7807 1.7046 -0.6712
N -0.7773 2.0145 -0.5712 -0.6866
H 0.7654 0.1467 -1.8873 0.2036
H 1.8285 -0.1960 -0.5658 0.2050
H 2.5550 1.8910 -0.8299 0.5091
H 0.2361 1.0606 0.9561 0.2151
H -1.2854 -0.5941 -1.1717 0.2719
H -2.0735 -0.3735 0.1735 0.2687
H 0.3315 -2.1407 -0.3715 0.2492
H -1.2435 -2.5247 0.3366 0.2708
H -0.4846 -1.4243 2.3928 0.4526
H 1.0219 -1.1890 1.7836 0.4445
H 0.4416 -2.7198 2.0248 0.4718
H -0.7841 2.7514 0.1526 0.4593
H -0.2837 2.4732 -1.3557 0.4867
H -1.7736 1.8133 -0.7341 0.4513
```

Structure (SMILES): [NH3+]CC[C@H]([NH3+])CO
HOMO level: -0.691 hartree
Net charge: +2
DFT total energy: -344.9155 Eh
LUMO: -7.2 eV
Frontier orbital gap: 11.605 eV
Relative energy (zero: lowest compared OMol25 entry of this formula, charge and spin): 21.63 kcal/mol

***

(2)
Density functional theory data (ωB97M-V/def2-TZVPD) for a 2-piece molecular cluster, C3H7BrO2 overall in a non-equilibrium geometry.

```
13
Properties=species:S:1:pos:R:3:nbo_charge:R:1
C 0.8503 1.2929 0.2033 -0.6086
C 1.2785 0.1203 -0.6468 -0.5172
C 0.3813 -0.9912 -0.0897 0.7956
O -0.7989 -1.0072 0.1037 -0.5969
O 1.1630 -2.0684 0.0668 -0.6795
Br -4.7094 0.7968 0.3408 -0.2038
H -0.2109 1.5483 -0.1448 0.2226
H 1.3582 2.1358 -0.1213 0.2058
H 0.9801 1.0917 1.3453 0.2146
H 1.0002 0.2815 -1.7880 0.2426
H 2.3797 0.0005 -0.3852 0.2341
H -4.2299 -0.3974 0.8974 0.2044
H 0.5578 -2.8035 0.2184 0.4864
```

Structure (SMILES): CCC(=O)O.Br
HOMO level: -0.393 hartree
DFT total energy: -2842.9886 Eh
LUMO: 0.7 eV
Frontier orbital gap: 11.405 eV
Relative energy (zero: lowest compared OMol25 entry of this formula, charge and spin): 5.88 kcal/mol

***

(3)
Density functional theory data (ωB97M-V/def2-TZVPD) for one molecule with the formula C5H9N2P in a non-equilibrium geometry.

```
17
Properties=species:S:1:pos:R:3:nbo_charge:R:1
C 2.5346 0.4698 0.7065 -0.3098
C 2.6202 -0.6863 -0.0865 -0.2949
C 1.3414 1.0399 0.3698 -0.0891
C 1.4507 -0.8231 -0.7662 -0.1010
C -2.6675 -0.5416 0.6350 -0.9393
N 0.6648 0.2031 -0.4011 -0.1765
N -0.6547 0.5240 -0.9859 -0.7581
P -1.7524 1.1107 0.1082 0.7622
H 3.4188 0.9621 1.1397 0.2277
H 3.3483 -1.4822 0.0795 0.2202
H 0.7233 1.7609 0.9131 0.2178
H 1.0586 -1.6575 -1.2948 0.2067
H -1.8225 -0.8404 1.2816 0.2398
H -3.1984 -1.0940 -0.1556 0.2328
H -3.5195 -0.1594 1.1217 0.2226
H -1.0371 -0.2097 -1.6138 0.3959
H -2.5084 1.4238 -1.0512 -0.0570
```

Structure (SMILES): CPNn1cccc1
HOMO level: -0.309 hartree
DFT total energy: -646.6757 Eh
LUMO: 0.9 eV
Frontier orbital gap: 9.249 eV
Relative energy (zero: lowest compared OMol25 entry of this formula, charge and spin): 49.29 kcal/mol

***

(4)
Density functional theory data (ωB97M-V/def2-TZVPD) for one molecule with the formula C6H14Cl2Si in a non-equilibrium geometry.

```
23
Properties=species:S:1:pos:R:3:nbo_charge:R:1
Cl 1.8439 0.2068 1.7902 -0.3931
Cl -0.4872 -1.9964 0.7015 -0.3853
C -2.7804 2.2638 1.6935 -0.6022
C 1.7198 -2.6822 -1.5271 -0.6116
C -1.7938 1.0797 1.5769 -0.4122
C 2.2778 -1.2680 -1.4573 -0.4063
C -0.8860 1.2768 0.3908 -0.8923
C 1.2292 -0.1915 -1.3747 -0.8882
Si 0.3746 -0.1347 0.3152 1.5622
H -3.2998 2.4291 0.7394 0.1993
H -2.2293 3.1880 1.9417 0.2013
H -3.5146 2.1964 2.4998 0.2120
H 1.1462 -2.9130 -0.6614 0.2159
H 1.0921 -2.8140 -2.4092 0.1976
H 2.5025 -3.4860 -1.6058 0.2091
H -2.3488 0.1366 1.5276 0.2122
H -1.1932 1.0495 2.5301 0.2099
H 2.8764 -1.1100 -2.3450 0.2010
H 2.9681 -1.2229 -0.6271 0.2070
H -1.4623 1.3994 -0.5582 0.2445
H -0.1628 2.0849 0.5219 0.2392
H 0.4773 -0.2899 -2.1669 0.2390
H 1.6505 0.7975 -1.4958 0.2412
```

Structure (SMILES): CCC[Si](Cl)(Cl)CCC
HOMO level: -0.366 hartree
DFT total energy: -1447.0072 Eh
LUMO: 0.7 eV
Frontier orbital gap: 10.701 eV
Relative energy (zero: lowest compared OMol25 entry of this formula, charge and spin): 8.59 kcal/mol

***

(5)
Density functional theory data (ωB97M-V/def2-TZVPD) for a 2-piece molecular cluster, C6H10ClN2S overall in a non-equilibrium geometry.

```
20
Properties=species:S:1:pos:R:3:nbo_charge:R:1
C 0.8105 0.6310 2.7388 -0.3712
C -0.3649 0.5620 2.0663 0.1873
C 1.8454 -1.5350 -1.7116 -0.1413
C 0.9794 1.2734 0.3967 -0.2430
C -1.2642 0.7186 -0.2392 -0.4097
C -1.6661 0.1131 2.6254 -0.4093
N 1.3104 -0.4372 -1.9141 -0.3492
N -0.2084 0.9002 0.7315 -0.3292
S 2.1119 1.0332 1.6529 0.4953
Cl -1.8180 -1.6525 2.2400 -0.0466
H 1.1228 0.2134 3.5845 0.2451
H 1.7322 -1.9042 -0.7039 0.2343
H 2.1951 -2.3214 -2.3640 0.2667
H -1.7338 -0.2532 0.0042 0.2389
H -1.8343 1.5875 -0.3147 0.2256
H -0.8153 0.5982 -1.1420 0.2112
H -2.4981 0.4514 2.0630 0.2526
H -1.6477 0.1260 3.8150 0.2837
H 1.1898 1.5266 -0.6334 0.2508
H 1.1688 -0.1037 -2.8513 0.4079
```

HOMO level (alpha / beta): -0.315 / -0.473 hartree
Net charge: +1
DFT total energy: -1202.0175 Eh
LUMO (alpha / beta): -4.7 / -8.5 eV
Frontier orbital gap (alpha / beta): 3.834 / 4.354 eV
Spin multiplicity: 3

***

(6)
Density functional theory data (ωB97M-V/def2-TZVPD) for a 3-piece molecular cluster, C3H11O2S overall in a non-equilibrium geometry.

```
17
Properties=species:S:1:pos:R:3:nbo_charge:R:1
C 1.2444 1.1775 -2.0212 -0.6105
C 1.4097 -0.2373 -1.5097 -0.4180
C 0.7836 -0.2105 -0.0877 -0.4894
S 0.8733 -1.8809 0.8849 -0.7525
H 1.4755 1.9028 -1.3159 0.1994
H 1.8374 1.2408 -2.9075 0.1903
H 0.2006 1.4169 -2.1149 0.1918
H 2.4934 -0.5581 -1.5992 0.1890
H 0.9925 -1.0245 -2.0158 0.2023
H 1.3616 0.6325 0.5121 0.1555
H -0.2312 0.1818 0.0645 0.1819
H 0.3994 -0.1978 4.1567 0.4597
H 1.0107 -1.4618 3.2760 0.5232
O 0.8159 -1.0454 4.1795 -1.0226
H -4.6899 0.0422 0.8422 0.4602
H -4.6712 -0.0410 -0.5285 0.4634
O -5.3057 0.0627 0.1846 -0.9237
```

HOMO level: -0.101 hartree
Net charge: -1
DFT total energy: -669.5580 Eh
LUMO: 3.2 eV
Frontier orbital gap: 5.972 eV
Relative energy (zero: lowest compared OMol25 entry of this formula, charge and spin): 39.47 kcal/mol

***

(7)
Density functional theory data (ωB97M-V/def2-TZVPD) for a 7-piece molecular cluster, C30H69I2N3O7P overall in a non-equilibrium geometry.

```
112
Properties=species:S:1:pos:R:3:mulliken_charge:R:1
C 5.9033 -0.9670 -5.4200 -1.4043
C 4.7161 -1.5834 -6.0528 0.9414
C 4.7539 -3.0419 -6.2988 -1.0311
N 3.6708 -0.8478 -6.3644 -0.4368
C 2.7780 -0.6342 -5.3841 -0.1142
N 1.7335 -1.4324 -5.1165 0.0891
C 1.0051 -0.9002 -4.0445 0.1643
P -0.5140 -1.6622 -3.3665 0.0889
O -0.0027 -3.1837 -3.0101 -0.3369
I -2.0120 -1.9043 -5.2898 -0.0808
C 1.6396 0.2311 -3.6633 -0.3179
I 1.0742 1.4773 -2.1246 0.3187
N 2.7237 0.3812 -4.5109 0.0561
H 5.8835 -1.1870 -4.3485 0.3644
H 5.9138 0.1078 -5.5452 0.3899
H 6.8362 -1.3665 -5.8126 0.4432
H 5.0487 -3.2623 -7.3223 0.3240
H 3.7860 -3.4886 -6.0899 0.3089
H 5.4679 -3.4771 -5.6044 0.3815
H 1.5458 -2.2479 -5.6759 0.3545
H 0.6475 -3.4370 -3.6758 0.2555
H 3.3908 1.1359 -4.5124 0.2437
C -2.9112 -6.5345 0.5971 -0.9659
C -1.6233 -6.5632 1.4028 -0.2220
O -0.4817 -6.9352 0.6511 -0.4465
C -0.1581 -6.0923 -0.4352 -0.6140
C 0.1405 -4.6604 -0.0291 0.4290
H -3.0671 -7.4866 0.0889 0.3399
H -3.7611 -6.3415 1.2527 0.3863
H -2.8969 -5.7518 -0.1647 0.1343
H -1.7092 -7.3101 2.1915 0.3739
H -1.4568 -5.5993 1.8992 0.2216
H -0.9511 -6.1204 -1.1930 0.3271
H 0.7284 -6.5315 -0.8949 0.3776
H -0.7445 -4.1658 0.3736 -0.3982
H 0.4795 -4.0843 -0.8864 0.1689
H 0.9131 -4.6307 0.7411 -0.0380
C -2.5510 6.5969 -3.3652 -0.9420
C -1.4877 7.2331 -2.4881 -0.3819
O -0.9462 6.3539 -1.5144 -0.4604
C -0.2970 5.2067 -2.0091 -0.2259
C 0.9049 5.5118 -2.8883 -0.8724
H -3.3346 6.1504 -2.7515 0.1990
H -2.9990 7.3438 -4.0198 0.3966
H -2.1382 5.8085 -3.9984 0.2675
H -1.9303 8.0543 -1.9260 0.3461
H -0.6880 7.6662 -3.0990 0.3393
H -1.0113 4.5583 -2.5331 0.3051
H 0.0385 4.6541 -1.1274 0.2357
H 0.6113 6.0054 -3.8154 0.2796
H 1.4242 4.5895 -3.1532 0.2066
H 1.6014 6.1722 -2.3709 0.3051
C 3.3227 -0.9237 1.7032 -1.1297
C 2.6666 -2.1479 1.0845 0.0689
O 3.5317 -3.2584 0.9520 -0.4468
C 4.0725 -3.7649 2.1637 -0.3152
C 3.0241 -4.2603 3.1443 -0.9531
H 4.2289 -0.6554 1.1563 0.3366
H 2.6331 -0.0778 1.6823 0.4435
H 3.6072 -1.0916 2.7430 0.0999
H 2.3400 -1.9085 0.0689 0.1788
H 1.7668 -2.4273 1.6443 0.2191
H 4.7200 -3.0174 2.6347 0.3115
H 4.7145 -4.5962 1.8723 0.3386
H 2.3998 -3.4465 3.5164 0.2252
H 3.5047 -4.7280 4.0033 0.4204
H 2.3674 -4.9900 2.6678 0.2071
C 5.0793 2.1713 4.9773 -1.1561
C 3.9740 1.1394 5.1251 -0.2707
O 4.4344 -0.1992 5.1121 -0.3144
C 5.3363 -0.5591 6.1448 -0.3785
C 4.7592 -0.4151 7.5423 -1.0955
H 5.6787 1.9664 4.0889 0.2978
H 4.6525 3.1710 4.8925 0.4024
H 5.7519 2.1717 5.8359 0.2782
H 3.2910 1.2223 4.2784 0.2886
H 3.3823 1.3319 6.0264 0.3239
H 6.2702 0.0059 6.0507 0.3187
H 5.5845 -1.6054 5.9652 0.3251
H 4.5575 0.6272 7.7931 0.2651
H 5.4606 -0.8037 8.2805 0.3977
H 3.8197 -0.9624 7.6263 0.3031
C -8.3121 6.1828 -0.6962 -1.1319
C -6.9949 6.4802 -1.3925 -0.2506
O -6.2447 7.5141 -0.7843 -0.4249
C -5.8465 7.2871 0.5554 -0.3335
C -4.9518 6.0721 0.7303 -0.8647
H -8.9039 7.0927 -0.5924 0.2936
H -8.8849 5.4529 -1.2689 0.3992
H -8.1597 5.7722 0.3031 0.2720
H -7.1954 6.8231 -2.4078 0.3783
H -6.3904 5.5693 -1.4811 0.2418
H -6.7224 7.2212 1.2102 0.3132
H -5.3005 8.1816 0.8550 0.3247
H -5.4806 5.1442 0.5050 0.2730
H -4.5939 6.0073 1.7580 0.3901
H -4.0912 6.1325 0.0613 0.1179
C -4.4610 -3.2430 3.3657 -0.8969
C -4.2860 -1.8253 2.8483 -0.3214
O -3.0600 -1.6115 2.1696 -0.4856
C -2.8491 -2.3986 1.0166 0.4104
C -3.8806 -2.1833 -0.0788 -1.2890
H -3.6098 -3.5335 3.9828 0.2650
H -5.3702 -3.3166 3.9621 0.4131
H -4.5410 -3.9661 2.5516 0.1405
H -4.2786 -1.1336 3.6902 0.3570
H -5.1307 -1.5377 2.2126 0.2845
H -2.7874 -3.4609 1.2844 -0.2540
H -1.8641 -2.1130 0.6428 0.2303
H -4.8726 -2.5197 0.2245 0.3528
H -3.6002 -2.7417 -0.9739 0.4093
H -3.9552 -1.1245 -0.3316 0.3209
```

HOMO level: -0.397 hartree
Net charge: +1
DFT total energy: -2811.7804 Eh
LUMO: -4.3 eV
Frontier orbital gap: 6.541 eV

***

(8)
Density functional theory data (ωB97M-V/def2-TZVPD) for a 3-piece molecular cluster, C17H29Br5F3N2O8P2 overall in a non-equilibrium geometry.

```
66
Properties=species:S:1:pos:R:3:nbo_charge:R:1
C -2.7510 -0.7725 0.9966 -0.6308
C -2.9257 -2.1372 0.3440 -0.2830
Br -1.5553 -3.3801 0.9684 0.0143
C -3.0174 -1.9763 -1.1920 -0.1085
Br -4.8944 -2.1713 -1.6725 0.1164
N -2.2324 -3.0144 -1.9356 -0.1164
N -2.8745 -4.1305 -2.2125 -0.1689
C -2.2175 -5.0317 -2.8823 0.1123
Br -3.1166 -6.6125 -3.2821 0.2038
C -0.8924 -4.8220 -3.2936 -0.1499
C -0.2444 -3.6772 -2.9586 -0.1767
C -0.9719 -2.7164 -2.2280 0.3298
C -0.3028 -1.4393 -1.8294 -0.4999
C 1.1083 -1.6301 -1.2506 -0.4637
C 2.0284 -0.4529 -1.5103 0.2617
F 3.1565 -0.6636 -0.7725 -0.3308
Br 2.6006 -0.3648 -3.3568 0.0686
C 1.4363 0.9183 -0.9918 0.5828
F 2.4627 1.6456 -0.5291 -0.3099
F 0.6184 0.6861 0.0439 -0.3193
Br 0.5692 2.0220 -2.3216 0.0583
H -3.7095 -0.2565 0.9598 0.2524
H -2.5385 -0.9162 2.0548 0.2380
H -1.9492 -0.1943 0.5483 0.2264
H -3.8662 -2.5345 0.7061 0.2518
H -2.7760 -0.9803 -1.5372 0.2645
H -0.3866 -5.5998 -3.8489 0.2647
H 0.7763 -3.4902 -3.2513 0.2625
H -0.8662 -0.8315 -1.1322 0.2704
H -0.2122 -0.8388 -2.7440 0.2758
H 1.0242 -1.7378 -0.1679 0.2593
H 1.6239 -2.5215 -1.5988 0.2401
C 4.0030 -1.0520 2.1928 -0.2599
O 4.8783 -2.0879 2.6883 -0.7611
P 6.4483 -1.7959 3.0650 2.4816
O 7.1776 -2.9763 2.6019 -1.0546
O 6.2352 -1.8289 4.6693 -0.8103
C 5.1635 -1.1170 5.2742 -0.2453
O 7.5385 -0.5773 3.1229 -0.7383
C 7.3831 0.5534 2.2403 -0.2641
H 3.4980 -1.4319 1.3117 0.1911
H 3.2590 -0.8101 2.9531 0.1849
H 4.5453 -0.1458 1.9207 0.1752
H 4.3233 -1.7920 5.4458 0.1843
H 4.8275 -0.2740 4.6644 0.1531
H 5.5058 -0.7333 6.2327 0.2001
H 6.4389 1.0700 2.4262 0.1657
H 7.4302 0.2354 1.1965 0.1850
H 8.2005 1.2405 2.4370 0.2108
C -3.5450 4.9036 -2.5819 -0.2625
O -3.6309 3.5383 -2.0937 -0.7582
P -3.6175 3.1925 -0.4972 2.5001
O -2.8222 1.9601 -0.3819 -1.1088
O -5.2000 2.8493 -0.4301 -0.8209
C -6.1630 3.7266 -1.0101 -0.2479
O -3.6215 3.8509 0.9969 -0.7347
C -2.9958 5.1391 1.2141 -0.2666
H -2.7825 4.9429 -3.3563 0.2031
H -4.5019 5.1934 -3.0124 0.1971
H -3.2780 5.6082 -1.7946 0.1767
H -6.4302 3.3726 -2.0065 0.1877
H -5.7986 4.7539 -1.0797 0.1596
H -7.0520 3.7181 -0.3844 0.2039
H -3.4770 5.9126 0.6139 0.1754
H -1.9316 5.0943 0.9752 0.1862
H -3.1126 5.3887 2.2638 0.2153
```

HOMO level: -0.416 hartree
Net charge: +1
DFT total energy: -15228.7528 Eh
LUMO: -4.5 eV
Frontier orbital gap: 6.810 eV

***

Repeat the eighth record exactly.
Density functional theory data (ωB97M-V/def2-TZVPD) for a 3-piece molecular cluster, C17H29Br5F3N2O8P2 overall in a non-equilibrium geometry.

```
66
Properties=species:S:1:pos:R:3:nbo_charge:R:1
C -2.7510 -0.7725 0.9966 -0.6308
C -2.9257 -2.1372 0.3440 -0.2830
Br -1.5553 -3.3801 0.9684 0.0143
C -3.0174 -1.9763 -1.1920 -0.1085
Br -4.8944 -2.1713 -1.6725 0.1164
N -2.2324 -3.0144 -1.9356 -0.1164
N -2.8745 -4.1305 -2.2125 -0.1689
C -2.2175 -5.0317 -2.8823 0.1123
Br -3.1166 -6.6125 -3.2821 0.2038
C -0.8924 -4.8220 -3.2936 -0.1499
C -0.2444 -3.6772 -2.9586 -0.1767
C -0.9719 -2.7164 -2.2280 0.3298
C -0.3028 -1.4393 -1.8294 -0.4999
C 1.1083 -1.6301 -1.2506 -0.4637
C 2.0284 -0.4529 -1.5103 0.2617
F 3.1565 -0.6636 -0.7725 -0.3308
Br 2.6006 -0.3648 -3.3568 0.0686
C 1.4363 0.9183 -0.9918 0.5828
F 2.4627 1.6456 -0.5291 -0.3099
F 0.6184 0.6861 0.0439 -0.3193
Br 0.5692 2.0220 -2.3216 0.0583
H -3.7095 -0.2565 0.9598 0.2524
H -2.5385 -0.9162 2.0548 0.2380
H -1.9492 -0.1943 0.5483 0.2264
H -3.8662 -2.5345 0.7061 0.2518
H -2.7760 -0.9803 -1.5372 0.2645
H -0.3866 -5.5998 -3.8489 0.2647
H 0.7763 -3.4902 -3.2513 0.2625
H -0.8662 -0.8315 -1.1322 0.2704
H -0.2122 -0.8388 -2.7440 0.2758
H 1.0242 -1.7378 -0.1679 0.2593
H 1.6239 -2.5215 -1.5988 0.2401
C 4.0030 -1.0520 2.1928 -0.2599
O 4.8783 -2.0879 2.6883 -0.7611
P 6.4483 -1.7959 3.0650 2.4816
O 7.1776 -2.9763 2.6019 -1.0546
O 6.2352 -1.8289 4.6693 -0.8103
C 5.1635 -1.1170 5.2742 -0.2453
O 7.5385 -0.5773 3.1229 -0.7383
C 7.3831 0.5534 2.2403 -0.2641
H 3.4980 -1.4319 1.3117 0.1911
H 3.2590 -0.8101 2.9531 0.1849
H 4.5453 -0.1458 1.9207 0.1752
H 4.3233 -1.7920 5.4458 0.1843
H 4.8275 -0.2740 4.6644 0.1531
H 5.5058 -0.7333 6.2327 0.2001
H 6.4389 1.0700 2.4262 0.1657
H 7.4302 0.2354 1.1965 0.1850
H 8.2005 1.2405 2.4370 0.2108
C -3.5450 4.9036 -2.5819 -0.2625
O -3.6309 3.5383 -2.0937 -0.7582
P -3.6175 3.1925 -0.4972 2.5001
O -2.8222 1.9601 -0.3819 -1.1088
O -5.2000 2.8493 -0.4301 -0.8209
C -6.1630 3.7266 -1.0101 -0.2479
O -3.6215 3.8509 0.9969 -0.7347
C -2.9958 5.1391 1.2141 -0.2666
H -2.7825 4.9429 -3.3563 0.2031
H -4.5019 5.1934 -3.0124 0.1971
H -3.2780 5.6082 -1.7946 0.1767
H -6.4302 3.3726 -2.0065 0.1877
H -5.7986 4.7539 -1.0797 0.1596
H -7.0520 3.7181 -0.3844 0.2039
H -3.4770 5.9126 0.6139 0.1754
H -1.9316 5.0943 0.9752 0.1862
H -3.1126 5.3887 2.2638 0.2153
```

HOMO level: -0.416 hartree
Net charge: +1
DFT total energy: -15228.7528 Eh
LUMO: -4.5 eV
Frontier orbital gap: 6.810 eV